(1)
75
Properties=species:S:1:pos:R:3 method="wB97M-V/def2-TZVPD" homo_lumo_gap_ha=0.2583 fmax_ha_per_bohr=0.01923 homo_ev=-8.4 de_lowest_kcal_mol=9.6
Pt 0.04 -1.09 -1.06
C 1.80 1.77 -1.35
C 2.03 0.74 -2.39
N 1.54 -0.47 -2.31
C 1.94 -1.18 -3.40
C 2.74 -0.39 -4.16
N 2.79 0.82 -3.51
C 3.49 -0.59 -5.42
O 3.46 -1.79 -5.95
O 4.11 0.34 -5.89
C 1.33 -2.55 -3.57
O 1.82 -3.28 -4.45
O 0.40 -2.81 -2.76
H 0.44 2.01 0.28
H 2.06 2.75 -1.77
H 2.49 1.60 -0.53
H 3.30 1.62 -3.86
H 2.87 -2.43 -5.42
C 2.07 -1.50 5.72
C 1.90 -1.90 4.28
C 2.18 -0.99 3.26
C 1.98 -1.34 1.93
C 1.51 -2.60 1.62
C 1.22 -3.52 2.62
C 1.42 -3.16 3.94
S 1.17 -3.06 -0.06
C 2.83 -3.24 -0.69
O 0.52 -4.37 -0.06
H 2.89 -0.80 5.84
H 2.26 -2.36 6.35
H 1.17 -1.01 6.09
H 2.56 -0.01 3.50
H 2.17 -0.62 1.14
H 0.82 -4.49 2.35
H 1.19 -3.87 4.73
H 3.31 -4.03 -0.12
H 3.36 -2.30 -0.57
H 2.75 -3.52 -1.74
C -3.41 -3.06 1.70
C -2.61 -2.05 2.21
C -1.65 -1.44 1.41
C -1.47 -1.83 0.08
C -2.27 -2.85 -0.42
C -3.24 -3.46 0.38
H -4.15 -3.54 2.32
H -2.73 -1.73 3.24
H -1.04 -0.65 1.83
H -2.13 -3.20 -1.44
H -3.85 -4.25 -0.03
N -2.01 7.64 -3.76
C -1.64 6.68 -3.26
C -1.17 5.47 -2.63
C -1.17 4.27 -3.34
C -0.72 3.12 -2.73
C -0.27 3.14 -1.41
C -0.24 4.35 -0.73
C -0.69 5.51 -1.33
C 0.33 1.88 -0.81
C -0.59 0.65 -0.85
H -1.54 4.25 -4.36
H -0.74 2.18 -3.28
H 0.15 4.40 0.28
H -0.68 6.45 -0.79
S -2.35 0.97 -0.79
C -2.74 1.51 0.86
C -2.01 2.36 1.68
C -2.46 2.66 2.96
C -3.66 2.15 3.42
C -4.41 1.33 2.60
C -3.95 0.99 1.33
H -1.08 2.79 1.34
H -1.86 3.31 3.59
H -4.01 2.40 4.42
H -5.35 0.91 2.94
H -4.51 0.30 0.72

***

(2)
22
Properties=species:S:1:pos:R:3 method="wB97M-V/def2-TZVPD" homo_lumo_gap_ha="0.3586 / 0.1723" multiplicity=2 fmax_ha_per_bohr=0.03754 homo_ev="-13.2 / -13.2" total_charge=+1 de_lowest_kcal_mol=19.4
C -1.91 -0.17 1.16
C -2.32 0.13 -0.25
N -1.28 0.15 -1.20
H -1.11 -0.90 1.29
H -2.73 -0.47 1.79
H -1.49 0.71 1.64
H -3.00 0.99 -0.35
H -3.03 -0.63 -0.69
H -1.51 0.43 -2.16
H -0.70 -0.68 -1.28
H -2.46 -2.46 -3.95
H -3.21 -2.91 -2.72
O -2.41 -2.43 -2.98
H 6.63 3.49 1.12
H 5.77 2.95 2.19
O 5.92 3.78 1.71
H 2.06 -0.91 1.38
H 2.46 -2.35 1.50
O 1.69 -1.80 1.34
H 1.03 0.43 -0.33
H 0.44 1.66 0.38
O 1.16 1.02 0.41

***

(3)
66
Properties=species:S:1:pos:R:3 method="wB97M-V/def2-TZVPD" homo_lumo_gap_ha="0.1908 / 0.1879" fmax_ha_per_bohr=0.07583 homo_ev="-10.5 / -10.5" total_charge=+1 de_lowest_kcal_mol=83.7
Ru 0.44 0.03 1.34
S 1.45 1.99 2.27
C 3.13 1.53 2.35
C 4.08 2.53 2.60
C 5.43 2.22 2.62
C 5.86 0.91 2.41
C 4.93 -0.09 2.20
C 3.58 0.22 2.15
S 2.38 -1.09 2.02
C 2.70 -1.76 0.34
C 1.42 -2.22 -0.29
C 1.40 -3.31 -1.13
C 0.21 -3.64 -1.77
C -0.92 -2.88 -1.53
C -0.85 -1.83 -0.63
C -2.11 -1.14 -0.21
S -1.87 0.52 0.57
C -2.95 0.38 1.97
C -4.31 0.29 1.73
C -5.19 0.22 2.78
C -4.71 0.27 4.09
C -3.35 0.38 4.32
C -2.44 0.42 3.26
S -0.76 0.47 3.65
N 0.31 -1.50 -0.05
H 3.73 3.54 2.77
H 6.15 3.01 2.79
H 6.91 0.68 2.44
H 5.25 -1.12 2.09
H 3.41 -2.58 0.42
H 3.13 -0.95 -0.25
H 2.30 -3.89 -1.30
H 0.16 -4.49 -2.43
H -1.87 -3.14 -1.98
H -2.59 -1.74 0.56
H -2.79 -1.02 -1.06
H -4.67 0.29 0.70
H -6.25 0.13 2.59
H -5.39 0.25 4.92
H -2.96 0.41 5.33
C -0.83 2.50 -6.14
C -0.04 2.56 -4.83
C -0.48 3.76 -4.00
C -0.27 1.24 -4.09
N 0.38 1.16 -2.79
C -0.01 1.67 -1.61
N 0.86 1.28 -0.69
N 1.78 0.54 -1.35
N 1.50 0.47 -2.59
H -0.63 3.38 -6.74
H -1.91 2.47 -5.93
H -0.58 1.62 -6.72
H 1.02 2.65 -5.06
H -1.53 3.68 -3.73
H -0.35 4.68 -4.57
H 0.11 3.86 -3.09
H 0.14 0.41 -4.67
H -1.34 1.08 -3.94
H -0.86 2.30 -1.43
F -0.39 -2.07 2.34
P -1.35 -3.43 2.80
F -1.35 -3.83 1.22
F -2.25 -4.67 3.17
F 0.01 -4.23 3.00
F -2.66 -2.50 2.49
F -1.32 -2.87 4.29

***

(4)
16
Properties=species:S:1:pos:R:3 method="wB97M-V/def2-TZVPD" homo_lumo_gap_ha=0.3108 fmax_ha_per_bohr=0.05500 homo_ev=-8.9 de_lowest_kcal_mol=47.7
S -0.15 2.10 -1.50
C 0.63 0.72 -1.25
C 0.04 -0.53 -0.63
O 1.01 -1.35 0.00
C 1.14 -0.91 1.33
C -0.27 -0.48 1.76
C -1.36 -1.45 1.28
C -0.98 -0.24 0.48
H 1.59 0.46 -1.67
H -0.40 -1.12 -1.38
H 1.46 -1.83 1.87
H 1.83 -0.06 1.49
H -0.37 0.20 2.63
H -1.11 -2.36 0.84
H -2.35 -1.45 1.79
H -1.56 0.65 0.56

***

(5)
90
Properties=species:S:1:pos:R:3 method="wB97M-V/def2-TZVPD" homo_lumo_gap_ha="0.2809 / 0.2269" multiplicity=3 fmax_ha_per_bohr=0.03387 homo_ev="-10.3 / -10.8" total_charge=+1
O -0.11 2.23 -0.74
O -1.73 1.41 -4.07
C -1.00 3.34 -0.35
C -0.26 4.35 0.50
H -1.83 2.87 0.19
H -1.39 3.74 -1.28
H 0.12 3.92 1.43
H -0.99 5.12 0.79
H 0.57 4.80 -0.07
C 0.91 2.34 -1.82
C 0.51 3.41 -2.78
H 0.95 1.36 -2.29
H 1.86 2.54 -1.33
H -0.45 3.17 -3.25
H 1.26 3.48 -3.58
H 0.47 4.40 -2.31
C -1.14 0.20 -4.52
C -3.15 1.48 -3.95
C -0.06 0.53 -5.54
H -1.89 -0.47 -4.98
H -0.70 -0.32 -3.66
H -0.50 1.07 -6.39
H 0.39 -0.38 -5.92
H 0.72 1.16 -5.09
C -3.71 2.40 -5.03
H -3.37 1.90 -2.95
H -3.62 0.48 -4.02
H -3.18 3.36 -5.02
H -4.77 2.57 -4.86
H -3.59 1.93 -6.01
H -0.10 1.46 -0.03
Au 0.36 -0.56 0.52
C -1.65 0.23 0.07
Si -3.00 -1.04 0.26
H -1.85 0.99 0.84
H -1.72 0.66 -0.93
C -4.60 -0.01 0.30
C -2.71 -1.96 1.84
C -3.07 -2.19 -1.21
C 1.95 0.77 1.12
Si 3.50 0.36 0.13
H 2.11 0.51 2.18
H 1.61 1.82 1.10
C 4.46 1.93 -0.24
C 3.24 -0.49 -1.53
C 4.47 -0.79 1.23
H -2.74 -1.70 -2.13
H -4.11 -2.54 -1.36
H -2.44 -3.07 -1.03
H -4.54 0.79 1.05
H -5.46 -0.66 0.56
H -4.81 0.44 -0.68
H -2.31 -1.29 2.63
H -1.97 -2.75 1.68
H -3.64 -2.41 2.22
H 3.83 0.01 -2.31
H 2.19 -0.50 -1.85
H 3.57 -1.53 -1.46
H 5.42 -1.08 0.76
H 3.91 -1.71 1.46
H 4.70 -0.28 2.18
H 5.52 1.68 -0.40
H 4.41 2.64 0.59
H 4.10 2.44 -1.15
C 1.85 -4.35 -0.91
C 2.58 -4.83 0.18
C 2.48 -4.19 1.42
C 1.64 -3.06 1.59
C 1.07 -2.51 0.44
C 1.08 -3.17 -0.78
C 1.35 -2.47 2.92
C 1.92 -2.96 4.12
C 1.46 -2.51 5.34
C 0.47 -1.52 5.40
C -0.14 -1.09 6.60
C -1.14 -0.13 6.59
C -1.51 0.50 5.38
C -0.91 0.13 4.19
C 0.03 -0.93 4.15
N 0.47 -1.46 2.98
H 1.88 -4.87 -1.86
H 3.23 -5.70 0.08
H 3.06 -4.56 2.28
H 0.53 -2.78 -1.62
H 2.70 -3.71 4.03
H 1.84 -2.92 6.27
H 0.18 -1.57 7.53
H -1.63 0.16 7.53
H -2.28 1.27 5.39
H -1.15 0.64 3.25

***

(6)
76
Properties=species:S:1:pos:R:3 method="wB97M-V/def2-TZVPD" homo_lumo_gap_ha=0.2413 fmax_ha_per_bohr=0.01628 homo_ev=-4.4 total_charge=-1
C 4.08 -0.52 4.71
C 2.84 -0.81 3.89
O 2.40 -1.89 3.68
O 2.17 0.31 3.49
C 2.86 1.06 2.45
C 2.38 2.50 2.48
C 2.54 3.17 3.85
C 3.33 4.49 3.80
C 4.71 4.37 3.13
B 5.64 3.10 3.53
O 5.72 2.06 2.43
C 6.87 1.34 2.77
C 7.84 2.37 3.40
O 7.06 3.50 3.69
H 4.60 0.37 4.35
H 4.74 -1.39 4.70
H 3.76 -0.33 5.73
H 3.94 1.03 2.60
H 2.60 0.57 1.50
H 1.33 2.52 2.16
H 2.98 3.03 1.74
H 1.55 3.36 4.30
H 3.06 2.49 4.53
H 2.71 5.24 3.28
H 3.46 4.85 4.82
H 5.28 5.27 3.37
H 4.60 4.38 2.04
H 5.26 2.51 4.58
H 6.65 0.56 3.52
H 7.30 0.86 1.87
H 8.30 1.94 4.31
H 8.66 2.64 2.72
C 1.42 1.45 -1.35
C 0.40 0.87 -2.32
N 0.57 -0.57 -2.51
C -0.21 -1.11 -3.60
C -1.74 -1.06 -3.48
C 0.60 -1.36 -1.28
C -0.58 -1.25 -0.32
H 2.44 1.19 -1.64
H 1.34 2.54 -1.34
H 1.25 1.11 -0.33
H 0.52 1.33 -3.31
H -0.61 1.14 -1.98
H 0.10 -2.14 -3.75
H 0.08 -0.56 -4.50
H -2.11 -1.78 -2.75
H -2.20 -1.31 -4.44
H -2.10 -0.07 -3.19
H 1.51 -1.09 -0.74
H 0.74 -2.40 -1.59
H -0.85 -0.20 -0.14
H -0.31 -1.68 0.64
H -1.47 -1.76 -0.69
C -4.81 -1.63 -1.24
C -5.35 -1.69 -2.66
N -5.75 -3.03 -3.07
C -5.95 -3.17 -4.50
C -7.09 -2.37 -5.15
C -6.72 -3.68 -2.21
C -8.06 -2.96 -1.97
H -4.02 -2.37 -1.10
H -4.40 -0.64 -1.04
H -5.59 -1.82 -0.50
H -4.56 -1.37 -3.35
H -6.16 -0.95 -2.77
H -6.09 -4.23 -4.71
H -5.01 -2.88 -4.98
H -8.07 -2.77 -4.89
H -6.99 -2.41 -6.24
H -7.06 -1.32 -4.86
H -6.25 -3.86 -1.24
H -6.91 -4.67 -2.64
H -7.91 -1.92 -1.71
H -8.58 -3.44 -1.14
H -8.71 -3.00 -2.84

***

(7)
6
Properties=species:S:1:pos:R:3 method="wB97M-V/def2-TZVPD" homo_lumo_gap_ha=0.3373 fmax_ha_per_bohr=0.05463 homo_ev=-5.1 total_charge=-1 de_lowest_kcal_mol=0.0
N -1.08 0.04 -0.72
S 0.17 -0.38 0.04
O 1.03 -1.35 -0.69
O 0.16 -0.45 1.47
Cl 1.33 1.50 -0.04
H -1.61 0.63 -0.06

***

(8)
44
Properties=species:S:1:pos:R:3 method="wB97M-V/def2-TZVPD" homo_lumo_gap_ha=0.3071 fmax_ha_per_bohr=0.10680 homo_ev=-11.0 total_charge=+1 de_lowest_kcal_mol=77.2
C 1.46 2.03 -2.53
C 0.85 0.76 -1.95
C -0.62 0.86 -1.48
C -0.85 1.12 -0.06
C -1.34 0.12 0.77
C -1.38 3.59 -0.19
N -0.70 2.40 0.35
N 1.72 0.42 -0.68
H 1.95 1.68 -3.57
H 0.80 2.78 -2.76
H 2.36 2.46 -2.10
H 1.00 -0.06 -2.62
H -1.12 1.60 -2.07
H -1.01 -0.17 -1.72
H -1.65 0.24 1.78
H -1.40 -0.85 0.37
H -1.95 4.04 0.66
H -2.03 3.26 -1.04
H -0.60 4.28 -0.58
H -0.79 2.73 1.38
H 2.73 0.36 -0.99
H 1.40 -0.52 -0.35
H 1.68 1.19 0.05
H 0.65 -2.24 1.89
H -0.08 -2.91 3.02
O 0.60 -2.16 2.82
H 2.56 2.39 2.54
H 1.74 1.03 2.74
O 1.91 1.85 2.10
H -0.60 -4.17 0.51
H -1.67 -3.01 0.61
O -0.75 -3.28 0.65
H 2.68 -2.90 -0.99
H 1.36 -2.43 -1.72
O 2.30 -2.17 -1.37
H 0.39 -0.53 3.17
H 0.96 -0.49 4.47
O 0.56 0.11 3.86
H -3.88 -1.93 1.00
H -3.07 -2.42 2.02
O -3.34 -2.65 1.19
H -0.85 -1.63 -3.67
H -1.21 -2.79 -2.74
O -0.77 -1.93 -2.77